110
Properties=species:S:1:pos:R:3:mulliken_charge:R:1 method="wB97M-V/def2-TZVPD" max_force_ev_per_a=17.19 e_tot_ev=-69981.4963 lumo_ev=-0.058 e_homo_ev=-7.49
H -4.72831 -0.27896 -3.45865 0.271
H 0.89770 0.47577 -6.68888 0.260
C 0.98057 -3.88306 2.76398 -1.263
H 0.83790 -1.40764 8.05368 0.206
H -1.53942 9.14564 -4.10994 0.308
O 2.55884 -5.46996 5.67543 -0.522
H -2.62653 -1.25833 7.75474 0.363
C 2.78923 0.06887 -6.01126 -0.875
C -0.76952 7.75173 -3.40550 -0.177
O -1.04065 8.54819 -4.42546 -0.500
H -4.12233 0.03124 -1.58541 0.229
O -0.44047 0.28577 1.27412 -0.119
H -4.71188 1.38083 -2.72314 0.237
H -0.36137 4.22211 -0.28170 0.287
C 2.29760 -5.02578 4.39220 0.646
H 3.36153 0.46755 -6.61435 0.516
C 3.16021 -5.00395 2.08152 -0.817
H -4.13047 2.05322 4.68851 0.258
H -2.91552 1.69620 -0.06450 0.173
C -2.03026 -4.71613 -3.68198 -0.613
H -3.90174 3.06223 -0.03551 0.408
H 3.44920 -5.76330 5.72886 0.295
H 1.82362 1.06084 1.09485 0.241
C -1.74822 -0.96415 4.46925 0.657
H -2.50103 1.44849 2.85302 0.411
H -1.63344 -4.83071 0.54110 0.174
C 0.21509 -1.25964 5.82780 -0.762
H 2.11234 3.15018 1.16045 0.117
H 3.31551 3.79199 -3.96117 0.823
C 1.96265 -4.23645 1.76336 0.009
C 1.16543 -4.30884 3.98157 -0.713
C 3.00718 3.49806 -3.20622 -1.001
H 0.20932 -3.45161 2.53195 1.709
H 2.49497 0.37327 -1.91763 0.329
C -2.59358 -1.00986 5.61631 -0.428
C 0.14490 0.69684 -0.95232 1.288
C -1.46323 6.55480 -3.22632 -0.605
H 1.21901 -1.11243 5.85818 0.577
H 3.71264 -1.52402 -2.61289 0.147
H -0.31690 -3.17989 -1.61852 -0.050
C -2.89090 2.67161 -0.33528 -0.722
H 3.18498 -0.06776 -5.02302 0.241
H 3.40506 2.83156 2.49951 0.168
C 0.55549 7.22279 -1.38788 -0.655
H -0.18863 -5.89704 0.79946 0.459
O -1.86686 3.19618 0.43948 -0.188
H -0.97355 -0.31791 1.91445 -0.077
H -2.82636 2.70302 -1.42134 0.302
C -0.28621 -0.12800 0.02406 -0.078
H -3.66786 -1.24784 5.31899 0.288
H -2.15147 6.39196 -3.96141 0.498
H 0.56089 -4.04908 4.78791 0.659
C -3.12524 2.49530 4.47714 -0.582
O 1.51040 0.76041 -6.06872 -0.494
H -1.98112 3.30003 1.40455 0.155
C -0.41655 -1.17003 4.59210 -1.213
C -1.10373 5.69099 -2.18741 -0.023
C -4.07447 0.39275 -2.66874 -0.614
O -2.78570 0.59711 -3.26229 -0.403
H 3.87123 -5.19603 1.09575 0.144
C -0.62183 -1.33096 6.95735 0.840
C 0.01480 5.94271 -1.36937 0.643
H -0.90631 -2.00835 0.62338 0.585
C 0.31223 -1.32715 -2.46760 0.826
H 2.66158 -0.94503 -6.25979 0.384
C -0.87392 -5.52704 0.05698 -0.350
H -0.09435 -5.26488 -0.69971 0.037
H 2.76553 4.38683 -2.67482 0.198
H 0.10632 1.83178 -0.71556 0.426
H 4.90757 -0.50627 -1.28774 0.377
O -1.60116 -6.75920 -0.45415 -0.491
C -1.97226 -1.36644 6.87784 -0.934
H -2.22673 -0.16790 -3.05051 0.255
H -3.22671 -0.97981 3.20480 0.296
O 0.27667 5.07197 -0.34708 -0.553
O 3.34340 0.35005 -2.00212 -0.470
H 3.66267 2.95355 -2.43173 0.066
C -0.49980 -1.48644 -0.16684 -0.826
O 0.48906 -1.86276 -3.67082 -0.529
C 0.26154 7.99232 -2.41131 -0.251
O 1.82287 2.82980 -3.44875 -0.268
O 0.05609 -1.58617 8.13798 -0.477
H -2.18323 -4.73507 -2.66802 0.321
H -3.06264 3.43987 4.89246 0.392
H -2.52954 1.78257 4.93516 0.097
C 3.99190 -0.89023 -1.58358 -0.726
H 0.95204 8.79134 -2.55312 0.380
H 3.42925 -1.09095 -0.71906 0.259
H 0.71669 -1.18516 -4.10680 0.228
H 4.23222 -6.01272 3.68929 0.113
O 2.73765 1.23393 1.37031 -0.513
H 1.92123 -4.58740 -0.12007 0.221
O 1.68879 -3.91435 0.44658 -0.253
H -1.09124 -5.23587 -3.78675 0.301
H 0.14538 -1.04948 3.78229 0.997
H -2.82221 -6.48582 -4.23995 0.340
C 3.07768 2.63379 1.38490 -0.395
H -1.73091 4.86132 -2.37820 0.332
C 0.43531 0.10066 -2.26032 -2.258
H 0.53355 0.53287 -3.18494 1.250
H 1.28421 7.54147 -0.54405 0.270
H -1.93678 -3.70952 -4.01690 0.233
H -1.93766 -6.98844 0.22116 0.204
C 3.29554 -5.36345 3.41741 -0.214
H 3.83192 2.56465 0.61360 0.217
H 1.83730 2.44444 -4.30740 0.154
C -0.14708 -2.10888 -1.36747 -0.448
O -2.87427 2.35831 2.98264 -0.608
O -3.10536 -5.48933 -4.05415 -0.586
O -2.23699 -0.93833 3.18770 -0.450

=====

118
Properties=species:S:1:pos:R:3:mulliken_charge:R:1 method="wB97M-V/def2-TZVPD" relative_energy_kcal_mol=0.0 max_force_ev_per_a=3.48 total_charge=-2 e_tot_ev=-122598.8934 lumo_ev=3.385 e_homo_ev=-1.52
C 16.94516 6.50132 23.04731 1.833
H 12.95113 5.80902 18.67253 0.423
H 14.68622 6.33206 18.59925 0.407
H 11.67067 13.52729 21.83432 0.338
H 16.53692 5.94957 21.06338 0.206
O 13.39487 7.40186 19.87733 -0.155
H 11.28385 9.55216 15.24210 -0.324
N 11.48244 6.85877 13.13189 -0.610
C 8.73061 10.52466 17.37899 -0.989
H 20.97040 9.70472 22.36123 0.346
C 11.17544 9.48123 20.61548 -0.328
H 14.79526 6.38113 22.92094 0.298
C 13.79302 13.85569 16.64594 -1.026
C 12.95108 12.12527 9.35416 -0.065
H 13.49684 7.23910 17.78382 -0.250
O 13.90300 11.90043 19.06891 -0.554
H 17.77429 11.81235 24.16310 0.343
H 16.11129 11.83994 24.83570 0.317
N 16.26495 11.68511 7.79416 -0.638
O 17.29439 10.31392 21.98411 -0.496
H 15.57360 12.20995 21.08925 0.274
H 14.71685 10.01567 21.72904 0.018
C 17.97559 6.47382 24.18598 -1.518
O 19.06896 8.44213 21.41570 -0.159
H 11.03526 14.19342 16.32658 0.236
S 16.42495 9.69669 13.57940 -0.549
H 7.93912 10.33484 16.62900 0.408
C 15.20127 11.31681 10.12500 0.518
C 14.04402 10.96973 12.68919 -0.401
H 19.71102 10.75922 20.24690 0.221
C 12.45638 13.72303 21.06861 -0.647
P 12.58826 12.48269 18.61962 -0.013
C 12.68839 6.98730 13.74531 0.536
H 13.91860 6.81722 15.56469 0.382
H 14.48494 14.09466 17.47080 0.258
C 15.84873 11.47327 8.85132 0.002
N 11.91894 13.54081 19.73645 0.478
N 12.63812 13.17593 17.07366 0.814
P 11.33455 9.95498 17.94962 0.843
H 22.21541 9.52004 21.27152 0.334
H 18.22430 5.70803 21.41320 0.170
H 13.29342 13.03783 21.15452 -0.147
H 9.51906 6.23681 13.52571 0.390
C 15.89297 10.72503 11.15713 -0.767
H 15.27608 12.85086 22.78375 0.340
Rb 15.46229 10.11017 17.15528 0.757
H 15.48996 5.34411 24.16039 0.425
N 10.02363 9.90960 16.90283 0.320
H 13.55852 14.82285 16.27097 0.423
H 20.89117 10.20368 19.10107 0.559
H 9.65036 8.91214 15.08140 0.311
H 17.01709 4.64131 22.02527 0.562
C 10.87141 14.43339 19.36055 -1.032
H 18.28708 5.46110 24.50464 0.352
N 13.76986 7.50347 13.06752 -0.379
H 15.27297 9.31845 23.35401 -0.021
H 11.70246 8.63503 21.06660 0.328
C 15.56542 6.28242 23.62948 -1.674
H 16.90638 10.38224 10.99611 0.430
H 11.96554 13.07771 15.13291 0.414
H 14.31941 13.25179 15.89447 0.135
C 20.19292 8.67305 20.59353 1.393
H 19.19069 9.58918 18.88669 0.133
H 14.18788 10.79602 23.24846 0.582
H 11.84652 10.32375 20.53327 -0.130
H 12.39272 11.90254 11.85459 0.472
C 10.74304 6.03696 15.24020 -0.306
H 21.64886 8.05256 22.15973 0.289
H 9.87788 5.82157 15.92193 0.323
H 13.52522 8.06574 12.30629 0.339
H 21.11343 7.52016 18.95076 0.429
C 17.21951 5.65568 21.82562 -1.404
H 14.20242 7.93487 19.88818 -0.210
H 9.98739 10.67471 14.88426 0.432
O 11.29933 11.49547 18.41687 -0.739
H 20.76796 6.56637 20.39255 0.359
H 10.83701 7.22043 19.71592 0.478
N 11.95327 6.14959 15.83379 -0.356
O 12.63491 9.59606 17.37231 -0.251
H 16.98364 10.30000 24.71191 0.221
H 16.94237 12.95256 22.05774 0.332
O 16.89937 7.88513 22.69098 0.351
C 11.53858 13.24892 16.14770 -0.716
C 20.02492 9.87952 19.63612 -1.149
C 13.90164 11.71857 10.38853 0.482
H 9.23192 7.77947 19.06616 0.253
H 10.38981 14.85187 20.23354 0.425
H 15.36048 7.08198 24.35574 0.302
N 10.74465 9.20656 19.24645 0.310
C 13.65051 6.65815 18.68470 -0.335
H 17.52196 7.00337 25.02337 0.346
H 8.76316 11.62824 17.45178 0.156
H 8.48457 10.04289 18.33697 0.290
N 12.27536 12.32612 8.44707 -0.612
C 12.89246 6.65761 15.09894 -0.013
H 10.17928 13.91855 18.71974 0.209
C 15.02042 10.23843 22.79515 -1.065
H 14.47671 7.97893 13.66960 0.002
H 18.84533 7.01919 23.80552 0.185
C 20.39388 7.31362 19.74745 -1.441
H 10.83651 12.44357 16.32892 -0.209
C 10.22891 9.78982 15.40542 -0.594
H 12.87745 14.72739 21.28242 0.363
C 16.80026 11.26310 24.14988 -1.857
H 10.65120 7.53986 18.01167 0.354
S 13.23755 10.92520 14.24445 0.438
H 19.42733 7.17444 19.22247 0.214
Si 17.45665 8.77867 21.46250 -0.497
C 10.54280 6.30453 13.88636 -0.297
H 10.33850 9.82974 21.24233 0.188
S 16.53656 8.45987 19.66581 -0.271
C 15.39146 10.51063 12.47971 -0.211
H 11.20069 15.28526 18.78243 0.240
C 21.31229 8.96329 21.63150 -1.563
C 15.99984 12.32494 22.06406 -1.744
C 13.38936 11.59260 11.64163 -0.822
C 10.30901 7.84400 18.98073 -1.346
C 16.28140 11.02515 22.73888 2.244